{"formula": "C11H15Cl16FNbO4S2", "method": "ωB97M-V with the def2-TZVPD basis set", "e_lumo_ev": 1.75, "max_force_ev_per_a": 3.94, "charge": -1, "homo_lumo_gap_ev": 6.8, "elements": ["C", "C", "C", "O", "C", "O", "C", "S", "Nb", "F", "O", "C", "O", "C", "S", "H", "H", "H", "H", "H", "H", "H", "H", "H", "H", "H", "H", "H", "H", "H", "C", "Cl", "Cl", "Cl", "Cl", "C", "Cl", "Cl", "Cl", "Cl", "C", "Cl", "Cl", "Cl", "Cl", "C", "Cl", "Cl", "Cl", "Cl"], "coordinates": [[-2.099, -1.468, -2.028], [-1.101, -2.611, -2.209], [-0.164, -2.202, -3.351], [0.586, -1.061, -2.944], [1.883, -1.340, -2.614], [2.651, -1.556, -3.458], [2.363, -1.352, -1.181], [2.140, 0.198, -0.203], [1.655, 2.204, -1.574], [1.147, 3.854, -2.608], [-0.249, -2.838, -1.091], [-0.881, -2.823, 0.112], [-1.482, -3.724, 0.530], [-0.743, -1.520, 0.898], [-0.254, -1.961, 2.603], [-2.675, -1.415, -2.955], [-2.828, -1.628, -1.233], [-1.566, -0.520, -1.948], [-1.608, -3.517, -2.560], [0.494, -3.014, -3.667], [-0.760, -1.913, -4.218], [3.423, -1.577, -1.205], [1.903, -2.141, -0.593], [2.615, 1.523, -2.973], [0.059, 1.489, -2.158], [0.729, 2.877, -0.117], [3.094, 3.122, -0.902], [0.020, -0.866, 0.474], [-1.697, -1.004, 0.916], [0.953, -1.366, 2.731], [2.194, -5.292, 3.904], [3.416, -4.102, 3.435], [0.801, -5.151, 2.837], [2.881, -6.922, 3.780], [1.696, -4.989, 5.575], [-0.099, 7.224, -2.245], [-1.278, 6.437, -3.315], [-0.443, 8.966, -2.179], [-0.214, 6.545, -0.622], [1.523, 6.971, -2.881], [-4.675, 4.849, -0.708], [-5.001, 3.226, -1.330], [-6.149, 5.830, -0.826], [-4.178, 4.740, 0.986], [-3.385, 5.598, -1.655], [1.059, -1.156, 6.953], [0.079, 0.118, 7.692], [2.163, -0.442, 5.773], [1.994, -1.983, 8.210], [0.008, -2.318, 6.143]]}


{"formula": "N7O21Pb", "method": "ωB97M-V with the def2-TZVPD basis set", "e_lumo_ev": 11.44, "max_force_ev_per_a": 1.87, "charge": -5, "e_above_lowest_kcal_mol": 9.0, "homo_lumo_gap_ev": 6.7, "elements": ["Pb", "N", "O", "O", "O", "N", "O", "O", "O", "N", "O", "O", "O", "N", "O", "O", "O", "N", "O", "O", "O", "N", "O", "O", "O", "N", "O", "O", "O"], "coordinates": [[0.548, 0.026, 0.297], [-0.641, 1.792, 3.355], [-1.883, 1.970, 3.314], [0.033, 2.544, 4.097], [-0.107, 0.906, 2.625], [-2.555, -1.129, -1.530], [-3.194, -2.133, -1.947], [-1.770, -1.194, -0.549], [-2.775, -0.019, -2.075], [-0.587, -3.189, 1.763], [-0.658, -4.025, 0.847], [-1.301, -3.327, 2.800], [0.224, -2.222, 1.689], [0.407, -0.904, -3.456], [-0.022, 0.115, -4.046], [0.859, -0.806, -2.291], [0.450, -1.997, -4.079], [-1.795, 2.632, -0.813], [-0.667, 2.229, -0.428], [-2.808, 2.475, -0.112], [-1.895, 3.230, -1.922], [2.882, -2.705, 0.023], [3.737, -3.220, 0.796], [2.614, -1.468, 0.118], [2.294, -3.406, -0.807], [2.137, 3.460, 0.578], [1.930, 3.836, 1.759], [2.330, 2.245, 0.349], [2.212, 4.284, -0.357]]}


{"formula": "C5H5NO", "method": "ωB97M-V with the def2-TZVPD basis set", "e_lumo_ev": 0.68, "max_force_ev_per_a": 0.78, "charge": 0, "e_above_lowest_kcal_mol": 105.7, "homo_lumo_gap_ev": 9.8, "elements": ["O", "C", "C", "C", "N", "C", "C", "H", "H", "H", "H", "H"], "coordinates": [[0.280, 0.778, -1.855], [0.074, 0.971, -0.520], [-1.375, -0.535, -0.165], [-0.673, -1.271, 0.737], [0.262, -1.512, 1.448], [1.057, 0.734, 0.415], [1.383, -0.141, 1.282], [1.083, 0.248, -1.954], [-0.693, 1.723, -0.356], [-2.197, 0.087, 0.182], [-1.385, -0.830, -1.213], [2.184, -0.254, 1.999]]}


{"formula": "C14H16", "method": "ωB97M-V with the def2-TZVPD basis set", "e_lumo_ev": 0.93, "max_force_ev_per_a": 1.32, "charge": 0, "smiles": "Cc1ccccc1.Cc1ccccc1", "e_above_lowest_kcal_mol": 12.5, "homo_lumo_gap_ev": 9.9, "elements": ["C", "C", "C", "C", "C", "C", "C", "H", "H", "H", "H", "H", "H", "H", "H", "C", "C", "C", "C", "C", "C", "C", "H", "H", "H", "H", "H", "H", "H", "H"], "coordinates": [[4.545, 0.563, 1.165], [1.848, -1.572, -1.399], [2.733, -0.661, -1.940], [1.702, -1.680, -0.020], [3.503, 0.116, -1.080], [2.463, -0.872, 0.807], [3.473, -0.065, 0.295], [1.179, -2.168, -1.997], [2.792, -0.583, -3.016], [0.973, -2.344, 0.420], [4.167, 0.821, -1.541], [2.245, -0.799, 1.867], [4.501, 1.652, 1.172], [5.526, 0.312, 0.761], [4.438, 0.099, 2.145], [-4.550, -1.164, -0.152], [-3.877, 1.238, -0.249], [-3.537, -0.069, 0.041], [-2.967, 2.285, -0.024], [-1.681, 2.028, 0.390], [-2.269, -0.318, 0.571], [-1.366, 0.707, 0.735], [-4.856, 1.566, -0.573], [-3.268, 3.254, -0.396], [-5.068, -1.352, 0.789], [-4.108, -2.146, -0.344], [-0.894, 2.767, 0.455], [-1.956, -1.328, 0.771], [-0.420, 0.603, 1.258], [-5.271, -0.891, -0.909]]}


{"formula": "C24H29BrN4O4", "method": "ωB97M-V with the def2-TZVPD basis set", "e_lumo_ev": -0.56, "max_force_ev_per_a": 1.33, "charge": 0, "smiles": "NC(=O)C[C@H](NC(=O)c1ccc(Br)cc1)c1ccc(NC2CCCCCCC2)c([N+](=O)[O-])c1", "e_above_lowest_kcal_mol": 5.8, "homo_lumo_gap_ev": 7.7, "elements": ["N", "C", "O", "C", "H", "H", "C", "N", "C", "O", "C", "C", "C", "C", "C", "C", "H", "H", "Br", "H", "H", "H", "C", "C", "C", "C", "N", "H", "C", "C", "C", "H", "H", "C", "H", "H", "C", "C", "C", "H", "H", "C", "H", "H", "H", "H", "H", "H", "H", "H", "H", "C", "C", "H", "H", "N", "O", "O", "H", "H", "H", "H"], "coordinates": [[-0.663, -3.660, 2.269], [0.358, -3.092, 1.603], [1.020, -2.192, 2.086], [0.637, -3.643, 0.214], [1.652, -4.048, 0.205], [-0.052, -4.440, -0.052], [0.579, -2.488, -0.810], [1.661, -1.574, -0.530], [2.684, -1.366, -1.386], [2.688, -1.792, -2.527], [3.798, -0.527, -0.847], [4.579, 0.168, -1.768], [5.637, 0.951, -1.352], [5.921, 1.025, 0.002], [5.172, 0.326, 0.934], [4.109, -0.449, 0.508], [3.547, -1.004, 1.245], [5.419, 0.386, 1.983], [7.377, 2.101, 0.595], [6.237, 1.494, -2.065], [4.340, 0.078, -2.817], [1.714, -1.281, 0.439], [-0.749, -1.761, -0.775], [-1.922, -2.393, -0.450], [-3.144, -1.711, -0.379], [-3.224, -0.330, -0.707], [-4.392, 0.326, -0.703], [-5.194, -0.224, -0.402], [-4.604, 1.751, -0.819], [-4.286, 2.452, 0.512], [-5.058, 1.970, 1.739], [-4.623, 2.483, 2.602], [-4.881, 0.901, 1.881], [-6.569, 2.219, 1.749], [-7.082, 1.459, 1.162], [-6.902, 2.083, 2.780], [-6.998, 3.612, 1.269], [-7.537, 3.661, -0.162], [-6.543, 3.400, -1.296], [-5.710, 4.101, -1.231], [-7.066, 3.621, -2.230], [-6.022, 1.959, -1.368], [-6.715, 1.298, -0.849], [-6.004, 1.634, -2.411], [-8.359, 2.945, -0.249], [-7.961, 4.656, -0.321], [-6.173, 4.317, 1.381], [-7.802, 3.968, 1.917], [-3.223, 2.291, 0.714], [-4.426, 3.524, 0.385], [-3.905, 2.151, -1.564], [-2.001, 0.292, -1.051], [-0.817, -0.393, -1.079], [0.089, 0.128, -1.349], [-2.004, 1.339, -1.304], [-4.242, -2.458, 0.088], [-4.035, -3.581, 0.524], [-5.368, -1.958, 0.076], [-1.958, -3.450, -0.242], [0.758, -2.881, -1.821], [-1.276, -4.344, 1.861], [-0.900, -3.301, 3.180]]}


{"formula": "C37H31BeFN2O2Te", "method": "ωB97M-V with the def2-TZVPD basis set", "e_lumo_ev": -0.11, "max_force_ev_per_a": 2.84, "charge": 0, "e_above_lowest_kcal_mol": 0.0, "homo_lumo_gap_ev": 6.6, "elements": ["Be", "C", "C", "C", "C", "C", "O", "C", "C", "C", "C", "C", "C", "C", "O", "C", "C", "C", "N", "C", "C", "Te", "C", "C", "C", "C", "C", "C", "C", "C", "C", "C", "C", "C", "H", "H", "H", "H", "H", "H", "H", "H", "H", "H", "H", "H", "H", "H", "H", "H", "H", "H", "H", "H", "H", "H", "H", "H", "N", "C", "H", "F", "C", "C", "C", "C", "C", "C", "C", "H", "H", "H", "H", "H", "H"], "coordinates": [[-0.765, 0.955, 0.813], [-0.200, -3.814, -3.979], [-0.527, -2.886, -2.863], [-1.783, -2.931, -2.245], [-2.138, -1.967, -1.371], [-3.550, -1.881, -0.890], [-4.054, -2.445, 0.053], [-4.402, -0.935, -1.754], [-5.477, -0.295, -1.050], [-6.387, 0.493, -1.754], [-6.184, 0.771, -3.113], [-5.189, 0.143, -3.767], [-4.288, -0.730, -3.127], [-1.230, -0.926, -0.922], [-1.575, -0.056, -0.008], [0.079, -0.937, -1.470], [0.353, -1.877, -2.507], [1.106, -0.093, -0.906], [0.865, 0.676, 0.109], [2.091, 1.379, 0.638], [1.930, 2.133, 1.921], [3.434, 3.734, 2.351], [4.891, 2.390, 3.059], [6.197, 2.540, 2.642], [7.118, 1.535, 2.964], [6.773, 0.422, 3.731], [5.471, 0.314, 4.212], [4.536, 1.296, 3.901], [2.424, -0.157, -1.638], [3.424, -1.080, -1.283], [4.530, -1.153, -2.112], [4.569, -0.595, -3.373], [3.606, 0.336, -3.708], [2.505, 0.509, -2.881], [0.027, -3.192, -4.931], [-1.061, -4.466, -4.172], [0.757, -4.347, -3.715], [-2.471, -3.726, -2.491], [-5.572, -0.548, 0.015], [-7.274, 0.886, -1.212], [-6.937, 1.339, -3.623], [-5.045, 0.340, -4.813], [-3.494, -1.240, -3.640], [1.293, -1.808, -2.985], [2.413, 2.060, -0.213], [2.915, 0.697, 0.785], [2.101, 1.424, 2.751], [0.988, 2.681, 2.040], [6.538, 3.499, 2.178], [8.126, 1.570, 2.567], [7.470, -0.377, 3.945], [5.225, -0.611, 4.781], [3.493, 1.230, 4.269], [3.376, -1.637, -0.331], [5.319, -1.817, -1.813], [5.418, -0.770, -3.984], [3.640, 0.843, -4.676], [1.736, 1.217, -3.161], [-1.338, 3.424, -0.737], [-1.100, 2.531, -0.033], [-1.557, 4.226, -1.298], [-6.145, -0.589, 3.825], [-4.807, -0.354, 3.664], [-3.966, -1.356, 3.107], [-2.743, -1.030, 2.608], [-2.190, 0.289, 2.873], [-0.853, 0.780, 2.599], [-3.101, 1.262, 3.367], [-4.387, 0.975, 3.810], [-4.409, -2.345, 3.133], [-2.184, -1.748, 2.056], [0.014, 0.103, 2.828], [-0.611, 1.679, 3.194], [-2.728, 2.286, 3.445], [-5.026, 1.751, 4.314]]}


{"formula": "C41H42P2TeZr", "method": "ωB97M-V with the def2-TZVPD basis set", "e_lumo_ev": -7.36, "max_force_ev_per_a": 4.20, "charge": 2, "homo_lumo_gap_ev": 5.9, "elements": ["Zr", "C", "C", "C", "C", "C", "C", "C", "C", "C", "H", "H", "H", "H", "H", "H", "H", "H", "H", "H", "H", "H", "H", "H", "H", "P", "P", "C", "C", "C", "C", "C", "C", "C", "C", "C", "C", "C", "C", "C", "C", "C", "C", "C", "C", "C", "C", "C", "C", "C", "C", "C", "C", "H", "H", "H", "H", "H", "H", "H", "H", "H", "H", "H", "H", "H", "H", "H", "H", "H", "H", "H", "H", "H", "H", "Te", "C", "C", "C", "C", "C", "C", "H", "H", "H", "H", "H"], "coordinates": [[0.032, -0.330, 0.136], [-1.811, 0.818, -6.685], [-1.839, -0.491, -6.418], [-1.074, -1.532, -7.186], [0.353, -1.140, -7.653], [1.179, -0.314, -6.713], [1.225, 1.022, -6.739], [0.368, 1.899, -7.594], [-1.081, 1.416, -7.853], [1.836, -0.270, 1.416], [-2.401, 1.516, -6.077], [-2.511, -0.872, -5.639], [-1.629, -1.830, -8.094], [-1.003, -2.436, -6.562], [0.892, -2.081, -7.838], [0.274, -0.642, -8.628], [1.841, -0.877, -6.049], [1.998, 1.570, -6.197], [0.839, 2.050, -8.582], [0.328, 2.892, -7.121], [-1.644, 2.296, -8.199], [-1.063, 0.711, -8.695], [2.018, 0.723, 1.858], [2.774, -0.603, 0.947], [1.618, -0.973, 2.245], [-1.678, -0.488, -1.832], [1.598, 0.185, -1.777], [-0.594, -0.711, -3.265], [0.741, -0.489, -3.213], [-2.664, -2.024, -1.650], [-2.887, -2.850, -2.757], [-3.522, -4.084, -2.588], [-3.930, -4.493, -1.311], [-3.747, -3.640, -0.213], [-3.129, -2.399, -0.381], [-2.869, 0.788, -2.392], [-2.383, 2.069, -2.702], [-3.275, 3.118, -2.932], [-4.657, 2.883, -2.889], [-5.143, 1.593, -2.641], [-4.252, 0.546, -2.402], [3.100, -0.885, -1.703], [2.938, -2.223, -1.323], [4.057, -2.980, -0.967], [5.347, -2.454, -1.099], [5.505, -1.144, -1.572], [4.390, -0.353, -1.867], [2.214, 1.824, -2.273], [2.382, 2.815, -1.292], [2.853, 4.076, -1.666], [3.126, 4.360, -3.014], [2.899, 3.384, -3.998], [2.442, 2.117, -3.621], [-1.094, -0.955, -4.212], [1.421, -0.736, -4.038], [-2.562, -2.522, -3.743], [-3.697, -4.717, -3.459], [-4.403, -5.467, -1.178], [-4.099, -3.934, 0.777], [-3.001, -1.708, 0.461], [-1.304, 2.245, -2.726], [-2.886, 4.117, -3.138], [-5.355, 3.702, -3.058], [-6.215, 1.391, -2.646], [-4.618, -0.469, -2.244], [1.933, -2.661, -1.269], [3.901, -3.989, -0.588], [6.220, -3.064, -0.852], [6.506, -0.734, -1.707], [4.517, 0.677, -2.206], [2.117, 2.583, -0.255], [2.996, 4.841, -0.899], [3.507, 5.344, -3.296], [3.070, 3.615, -5.053], [2.224, 1.359, -4.370], [-1.291, 1.863, 0.940], [-1.112, 1.002, 2.906], [-1.498, -0.298, 3.266], [-1.087, -0.788, 4.522], [-0.354, 0.023, 5.390], [-0.049, 1.349, 5.044], [-0.459, 1.863, 3.814], [-2.090, -0.914, 2.580], [-1.345, -1.810, 4.810], [-0.025, -0.367, 6.354], [0.501, 1.985, 5.739], [-0.247, 2.889, 3.511]]}


{"formula": "C16H30N3OPPbSi", "method": "ωB97M-V with the def2-TZVPD basis set", "e_lumo_ev": [0.12, -0.45], "max_force_ev_per_a": 2.98, "charge": 0, "homo_lumo_gap_ev": [5.7, 5.3], "elements": ["Pb", "Si", "P", "N", "H", "C", "H", "H", "H", "C", "H", "H", "H", "C", "H", "H", "H", "C", "H", "H", "H", "H", "H", "C", "C", "C", "C", "C", "C", "H", "H", "H", "H", "H", "C", "O", "C", "H", "H", "H", "C", "H", "H", "H", "N", "C", "C", "N", "C", "H", "H", "H", "H"], "coordinates": [[1.247, 0.004, 0.291], [-1.784, 0.093, -0.241], [0.046, -2.368, -1.175], [0.288, 1.014, -1.413], [2.046, -1.409, 1.325], [1.445, -3.538, -1.227], [1.230, -4.405, -1.871], [1.666, -3.888, -0.209], [2.337, -3.021, -1.609], [-1.338, -3.479, -0.720], [-1.313, -4.414, -1.300], [-2.298, -2.975, -0.883], [-1.270, -3.723, 0.349], [-0.207, -2.039, -2.964], [-0.258, -2.970, -3.550], [0.621, -1.417, -3.332], [-1.127, -1.459, -3.104], [-3.228, -0.453, 0.923], [-3.110, -0.021, 1.931], [-3.342, -1.546, 1.005], [-4.161, -0.039, 0.492], [-1.967, 1.545, -0.004], [-2.316, -0.333, -1.562], [0.695, 1.791, -2.405], [2.422, 2.945, -3.756], [2.081, 2.130, -2.686], [-0.288, 2.356, -3.310], [0.079, 3.170, -4.373], [1.436, 3.473, -4.607], [3.469, 3.190, -3.949], [2.844, 1.724, -2.019], [-1.332, 2.107, -3.097], [-0.705, 3.575, -5.021], [1.710, 4.117, -5.444], [-0.361, -1.619, 3.111], [-0.561, -1.217, 1.946], [0.808, -1.190, 3.943], [1.018, -1.921, 4.740], [0.621, -0.207, 4.408], [1.704, -1.101, 3.316], [-1.291, -2.587, 3.768], [-0.751, -3.525, 3.937], [-2.171, -2.776, 3.149], [-1.610, -2.210, 4.743], [1.482, 3.791, 2.730], [0.117, 3.758, 3.011], [-0.351, 2.627, 2.401], [0.711, 1.970, 1.777], [1.802, 2.710, 1.984], [2.149, 4.496, 3.017], [-0.388, 4.524, 3.582], [-1.355, 2.231, 2.333], [2.808, 2.512, 1.620]]}